DFT (the ωB97M-V functional and the def2-TZVPD basis) results for 2 unconnected molecules or ions with the total composition C3H9NO2 at a distorted geometry.

Atoms and positions in Å:
O 1.073 2.157 -1.887
C 0.031 1.816 -2.315
O -0.519 0.622 -1.930
H -0.577 2.329 -3.066
H -1.450 0.589 -2.162
C -0.909 -1.003 1.571
C 0.554 -0.590 1.453
N 1.114 -0.939 0.153
H -1.055 -2.039 1.263
H -1.286 -0.759 2.562
H -1.544 -0.447 0.867
H 0.587 0.491 1.646
H 1.123 -1.081 2.243
H 0.742 -0.344 -0.577
H 2.116 -0.803 0.178

Cartesian forces (eV/Å) of the 6 atoms listed first:
O 0.8 0.5 0.1
C -0.8 -1.2 0.0
O 0.1 0.6 0.0
H 0.0 0.3 0.0
H -0.2 -0.1 -0.2
C -0.2 0.3 -0.7

Summary:
* energy above the lowest of the compared OMol25 structures with the same formula, charge and spin: 1.212 eV
* E_tot: -8841.7436 eV
* highest occupied orbital energy: -8.8 eV
* LUMO: 0.47 eV
* SMILES: O=CO.CCN
* Kohn-Sham gap: 9.253 eV


DFT (the ωB97M-V functional and the def2-TZVPD basis) results for C19H18N4O2S in the gas phase at a distorted geometry.

Atoms and positions in Å:
C 3.890 -2.182 2.356
C 3.416 -0.801 1.958
C 1.987 -0.548 2.281
S 1.544 -0.257 3.970
C -0.112 0.154 3.498
N -1.095 0.517 4.318
C -2.254 0.843 3.806
N -2.524 0.676 2.498
C -1.588 0.253 1.705
N -1.884 0.111 0.364
C -2.993 0.828 -0.270
C -3.212 0.114 -1.622
C -2.789 2.350 -0.484
O -3.768 3.006 -0.759
O -1.526 2.865 -0.460
C -0.301 0.010 2.150
C 0.909 -0.409 1.449
C 0.992 -0.546 0.038
C 1.193 -1.814 -0.521
C 1.098 -1.962 -1.916
C 0.816 -0.855 -2.697
N 0.632 -0.670 -4.046
C 0.538 0.660 -4.383
C 0.549 1.364 -3.205
C 0.713 0.449 -2.109
C 0.823 0.596 -0.757
H 3.678 -2.253 3.431
H 3.309 -2.937 1.808
H 4.951 -2.326 2.117
H 4.072 -0.043 2.416
H 3.573 -0.617 0.904
H -3.090 1.141 4.429
H -1.062 -0.070 -0.180
H -3.911 0.747 0.280
H -3.454 -0.949 -1.494
H -4.055 0.481 -2.161
H -2.311 0.211 -2.243
H -1.647 3.811 -0.518
H 1.313 -2.701 0.115
H 1.228 -2.936 -2.415
H 0.781 -1.396 -4.749
H 0.424 1.045 -5.397
H 0.402 2.448 -3.172
H 0.746 1.591 -0.332

Cartesian forces (eV/Å) of the 6 atoms listed first:
C -0.3 -0.1 0.0
C 0.6 0.6 -0.4
C -1.2 0.4 0.7
S -0.7 0.3 -0.5
C 0.0 -0.3 0.5
N 0.4 0.6 1.9

Summary:
* energy above the lowest of the compared OMol25 structures with the same formula, charge and spin: 0.764 eV
* E_tot: -40886.9602 eV
* highest occupied orbital energy: -8.0 eV
* LUMO: 0.56 eV
* SMILES: CCc1sc2ncnc(N[C@H](C)C(=O)O)c2c1-c1ccc2[nH]ccc2c1
* Kohn-Sham gap: 8.596 eV


DFT (the ωB97M-V functional and the def2-TZVPD basis) results for 4 unconnected molecules or ions with the total composition C28H52Cl2O12PS at a distorted geometry.

Atoms and positions in Å:
C 2.949 2.683 -1.156
C 1.896 2.079 -2.089
C 1.670 0.554 -2.163
C 0.724 0.402 -3.382
C 1.168 -0.233 -0.853
P 0.543 1.010 0.383
C -0.750 2.150 -0.191
C 1.246 1.413 1.997
C -0.025 -1.200 -1.182
C -1.154 -1.612 -0.184
Cl -0.820 -1.948 1.535
C -2.448 -0.733 -0.296
C -3.021 -0.167 0.985
Cl -3.779 -1.785 -0.998
C 0.416 -2.556 -1.771
O 1.560 -2.461 -2.607
S 2.876 -2.351 -1.664
O 3.928 -1.957 -2.535
O 3.042 -3.637 -1.047
C 2.451 -1.044 -0.407
C 2.263 -1.850 0.886
O 3.518 -2.329 1.367
C 3.384 -3.506 2.122
C 3.698 -0.102 -0.111
O 4.483 0.168 -1.027
O 3.733 0.350 1.049
H 3.957 2.525 -1.533
H 2.942 2.312 -0.135
H 2.795 3.768 -1.127
H 0.969 2.657 -2.054
H 2.269 2.322 -3.091
H 2.608 0.152 -2.545
H 0.601 -0.629 -3.707
H -0.273 0.797 -3.147
H 1.095 0.981 -4.224
H -1.595 2.268 0.479
H -1.071 1.830 -1.183
H -0.332 3.152 -0.352
H 0.421 1.649 2.679
H 1.857 2.321 1.962
H 1.856 0.659 2.476
H -0.641 -0.775 -1.972
H -1.510 -2.569 -0.559
H -2.311 0.032 -1.051
H -3.851 0.481 0.706
H -2.326 0.448 1.547
H -3.456 -0.937 1.617
H -0.404 -2.913 -2.397
H 0.521 -3.323 -0.999
H 1.811 -1.259 1.678
H 1.633 -2.727 0.741
H 2.392 -3.616 2.569
H 4.096 -3.445 2.950
H 3.656 -4.374 1.515
O 2.358 2.682 -5.552
C 3.506 2.332 -5.455
O 3.784 1.031 -5.316
C 5.114 0.497 -5.397
C 5.850 0.582 -4.079
C 4.632 3.339 -5.405
H 5.664 0.973 -6.214
H 4.981 -0.546 -5.677
H 5.986 1.616 -3.759
H 6.833 0.115 -4.162
H 5.283 0.076 -3.294
H 4.735 3.693 -4.380
H 4.367 4.176 -6.046
H 5.589 2.954 -5.749
O -2.192 -2.412 4.056
C -2.302 -3.520 4.492
O -3.193 -3.750 5.488
C -3.530 -5.059 5.939
C -2.556 -5.567 6.983
C -1.416 -4.647 4.013
H -3.628 -5.746 5.097
H -4.522 -4.963 6.380
H -1.548 -5.660 6.578
H -2.869 -6.544 7.354
H -2.506 -4.871 7.820
H -0.475 -4.609 4.560
H -1.216 -4.488 2.956
H -1.855 -5.637 4.118
O -3.861 2.786 1.083
C -4.866 3.429 0.979
O -4.902 4.676 1.496
C -5.976 5.586 1.264
C -7.113 5.381 2.244
C -6.115 2.845 0.358
H -6.310 5.535 0.227
H -5.545 6.576 1.405
H -7.558 4.390 2.141
H -7.893 6.126 2.085
H -6.747 5.467 3.267
H -6.650 2.276 1.117
H -5.812 2.171 -0.440
H -6.785 3.583 -0.078

Cartesian forces (eV/Å) of the 6 atoms listed first:
C -0.1 0.4 0.1
C 0.8 0.3 -0.3
C -0.9 0.2 -1.4
C -0.4 0.0 0.3
C 0.9 0.4 -0.9
P -0.9 -1.6 1.0

Summary:
* E_tot: -99616.6791 eV
* net charge: -1
* highest occupied orbital energy: -3.3 eV
* LUMO: 2.03 eV
* Kohn-Sham gap: 5.325 eV


DFT (the ωB97M-V functional and the def2-TZVPD basis) results for a molecular structure, C21H25N6OPdSe3Te.

Atoms and positions in Å:
Pd 0.222 -0.178 -0.101
C -3.442 1.985 -0.237
C -2.119 1.349 -0.481
N -1.554 0.545 0.345
N -2.087 0.127 1.524
C -1.248 -0.676 2.160
O -0.084 -1.015 1.736
C -1.671 -1.237 3.457
C -2.925 -0.937 3.989
C -3.300 -1.472 5.207
C -2.431 -2.306 5.898
C -1.183 -2.606 5.371
C -0.802 -2.074 4.151
C -1.366 1.552 -1.741
C -1.841 2.350 -2.774
C -1.125 2.416 -3.961
C 0.036 1.677 -4.094
C 0.461 0.909 -3.020
N -0.206 0.861 -1.875
H -3.821 1.682 0.735
H -4.155 1.686 -1.007
H -3.352 3.071 -0.265
H -3.595 -0.289 3.444
H -4.272 -1.243 5.619
H -2.728 -2.725 6.848
H -0.509 -3.257 5.909
H 0.165 -2.303 3.728
H -2.766 2.894 -2.655
H -1.483 3.028 -4.777
H 0.608 1.684 -5.007
H 1.357 0.300 -3.073
Se 2.496 -1.039 -0.405
Se 2.554 -2.456 -2.117
Te -0.412 -3.429 -2.807
Se -1.474 -2.154 -1.076
C 3.637 4.317 -1.070
C 3.601 2.863 -1.489
N 2.424 2.251 -0.903
C 2.013 2.497 0.377
N 1.147 1.674 0.912
C 0.739 1.902 2.293
C 0.739 3.379 2.636
C 2.110 3.944 2.343
N 2.498 3.609 0.983
C 3.620 4.367 0.445
H 2.765 4.838 -1.471
H 4.531 4.805 -1.450
H 4.517 2.354 -1.163
H 3.529 2.757 -2.573
H 2.259 1.294 -1.171
H 1.402 1.353 2.971
H -0.261 1.502 2.440
H 0.486 3.528 3.684
H -0.011 3.899 2.034
H 2.848 3.550 3.052
H 2.120 5.032 2.431
H 4.564 3.976 0.848
H 3.516 5.394 0.802

Cartesian forces (eV/Å) of the 6 atoms listed first:
Pd 0.2 0.0 0.0
C 0.0 0.0 0.1
C 0.1 0.0 -0.1
N -0.1 0.0 0.3
N -0.1 0.3 -0.2
C 0.0 -0.3 0.1

Summary:
* energy above the lowest of the compared OMol25 structures with the same formula, charge and spin: 0.651 eV
* E_tot: -239977.1277 eV
* net charge: +1
* ⟨S²⟩: 6.0293
* highest occupied orbital energy (alpha / beta): -9.8 / -10.8 eV
* LUMO (alpha / beta): -3.95 / -4.94 eV
* 2S+1: 5
* Kohn-Sham gap (alpha / beta): 5.875 / 5.899 eV